A single CFNS molecule at a distorted geometry. Source: the Open Molecules 2025 dataset; level of theory: ωB97M-V/def2-TZVPD.

Positions of all 4 atoms, in Å:
N (-1.62869, 0.33574, 0.04647)
C (-0.63173, -0.21515, -0.02861)
S (0.85410, -0.93724, -0.08574)
F (1.40632, 0.81665, 0.06788)

Summary:
Frontier orbital gap (eV): 8.503
Total energy (eV): -16077.34026
SMILES: N#CSF
Strongest force on any atom (eV/A): 4.056
M (u): 77.08
Relative energy (zero: lowest compared OMol25 entry of this formula, charge and spin) (kJ/mol): 33.6


7 unconnected molecules or ions with the total composition C27H57B3O10S at a distorted geometry. Source: the Open Molecules 2025 dataset; level of theory: ωB97M-V/def2-TZVPD.

Positions of all 98 atoms, in Å:
C (-2.99883, 5.68711, 5.06640)
C (-3.20521, 4.68366, 3.75659)
O (-2.81250, 5.29141, 2.47566)
C (-1.35688, 5.46215, 2.35650)
B (-0.57931, 4.26816, 1.53025)
O (-1.32402, 3.42480, 0.56477)
B (-0.35336, 2.49948, -0.07111)
O (0.51604, 1.72213, 0.87414)
B (1.37242, 2.78032, 1.51127)
S (3.17019, 2.23843, 1.89292)
O (0.89675, 4.14819, 1.79406)
H (-3.45170, 6.77100, 4.88424)
H (-3.43149, 5.17591, 6.04643)
H (-1.83883, 5.87728, 5.27471)
H (-2.75315, 3.59960, 3.93582)
H (-4.38469, 4.51060, 3.69099)
H (-0.78662, 5.61117, 3.36738)
H (-1.18560, 6.46751, 1.73647)
H (-0.22197, 2.34770, -1.23063)
H (3.76497, 3.14356, 2.80182)
C (4.72558, -1.58403, 1.14242)
C (3.80884, -1.19749, 0.01066)
C (4.58250, -1.67224, -1.20000)
O (5.34877, -2.81101, -0.78388)
C (5.30597, -2.89076, 0.64757)
H (4.21823, -1.68059, 2.10562)
H (5.52163, -0.83721, 1.24685)
H (2.86578, -1.75077, 0.09192)
H (3.57718, -0.12990, -0.02276)
H (5.28387, -0.90686, -1.54876)
H (3.92935, -1.95194, -2.03165)
H (4.66373, -3.73670, 0.91580)
H (6.31054, -3.07812, 1.03669)
C (-4.29571, 7.16797, -1.88611)
C (-5.24968, 7.22855, -0.72120)
C (-4.31060, 7.43722, 0.44681)
O (-3.18194, 8.16819, -0.05211)
C (-3.24187, 8.17688, -1.48514)
H (-4.76134, 7.39734, -2.84791)
H (-3.85068, 6.16785, -1.94975)
H (-5.91114, 8.09633, -0.82840)
H (-5.87122, 6.33588, -0.61474)
H (-3.94393, 6.48212, 0.83760)
H (-4.77675, 7.99327, 1.26533)
H (-3.52023, 9.18803, -1.80156)
H (-2.25668, 7.94116, -1.89688)
C (6.40213, -5.75411, -2.19142)
C (6.55112, -6.72136, -3.33726)
C (6.46360, -8.05929, -2.63589)
O (5.61679, -7.87541, -1.49300)
C (5.41017, -6.46919, -1.30038)
H (6.06271, -4.76086, -2.49596)
H (7.36101, -5.64480, -1.67091)
H (5.70950, -6.60725, -4.03061)
H (7.47859, -6.59531, -3.90156)
H (7.44541, -8.38416, -2.27552)
H (6.05071, -8.84286, -3.27777)
H (4.37912, -6.24028, -1.59120)
H (5.53847, -6.21892, -0.24369)
C (-0.95113, -1.19096, 3.34683)
C (0.31621, -0.38225, 3.24402)
C (0.07269, 0.71810, 4.25375)
O (-0.76425, 0.16466, 5.27863)
C (-1.26597, -1.09976, 4.82393)
H (-0.84506, -2.22073, 2.99640)
H (-1.74640, -0.71024, 2.76476)
H (1.17190, -0.99273, 3.55580)
H (0.51532, -0.00242, 2.23874)
H (-0.46348, 1.55986, 3.80282)
H (0.99969, 1.09238, 4.69765)
H (-0.75183, -1.88544, 5.38819)
H (-2.33782, -1.16679, 5.02971)
C (-0.71027, -4.63654, -1.22222)
C (-0.34560, -3.17941, -1.34280)
C (-1.18005, -2.55228, -0.24735)
O (-1.32208, -3.53878, 0.78404)
C (-0.86939, -4.80038, 0.27347)
H (0.03510, -5.31288, -1.64820)
H (-1.66818, -4.82203, -1.72257)
H (0.72027, -3.04464, -1.12409)
H (-0.54851, -2.75537, -2.32948)
H (-2.18272, -2.29848, -0.60736)
H (-0.71930, -1.65067, 0.16650)
H (0.08929, -5.02944, 0.75148)
H (-1.58622, -5.58320, 0.53622)
C (-4.06649, -1.57453, -5.20405)
C (-4.69595, -1.07654, -3.92870)
C (-3.55084, -1.18753, -2.94583)
O (-2.34173, -0.98973, -3.69154)
C (-2.65540, -1.04055, -5.09020)
H (-4.57864, -1.23612, -6.10830)
H (-4.05211, -2.67094, -5.20737)
H (-4.98806, -0.02619, -4.04493)
H (-5.57781, -1.64484, -3.62230)
H (-3.50731, -2.18567, -2.49730)
H (-3.61384, -0.44684, -2.14342)
H (-2.58398, -0.02146, -5.48565)
H (-1.92577, -1.66822, -5.60921)

Summary:
Frontier orbital gap (eV): 9.483
Total energy (eV): -62264.42182
SMILES: CCOCB1OBOB(S)O1.C1CCOC1.C1CCOC1.C1CCOC1.C1CCOC1.C1CCOC1.C1CCOC1
Strongest force on any atom (eV/A): 5.067
M (u): 606.25
Relative energy (zero: lowest compared OMol25 entry of this formula, charge and spin) (kJ/mol): 359.6


A gas-phase ion, C6H11N2O (charge +1) at a distorted geometry. Source: the Open Molecules 2025 dataset; level of theory: ωB97M-V/def2-TZVPD.

Positions of all 20 atoms, in Å:
C (-1.11555, 2.48828, 0.04964)
N (-0.92700, 1.11783, -0.28624)
C (-1.98716, 0.35076, 0.08461)
C (-1.99421, -0.98385, 0.23056)
O (-2.44401, -2.08500, 0.31355)
C (0.21802, 0.52897, -0.74431)
C (0.79061, -0.51847, 0.39083)
C (1.40990, -1.73330, -0.04811)
N (2.70015, -2.10371, 0.06818)
H (-0.60976, 3.20196, -0.51452)
H (-2.07640, 2.82843, -0.16112)
H (-0.77853, 2.67688, 1.08377)
H (-2.83433, 0.97016, 0.33997)
H (0.95507, 1.34147, -0.91277)
H (0.06244, -0.08291, -1.64181)
H (1.52632, 0.09074, 0.87820)
H (-0.07968, -0.91725, 0.99160)
H (0.84344, -2.68117, -0.23661)
H (2.89927, -3.03740, -0.23357)
H (3.44140, -1.45245, 0.34813)

Summary:
Frontier orbital gap (spin up / spin down) (eV): 6.025 / 6.023
Charge: +1
Total energy (eV): -11417.88211
SMILES: CN(C=C=O)CCC=[NH2+]
Strongest force on any atom (eV/A): 3.671
M (u): 127.17
Relative energy (zero: lowest compared OMol25 entry of this formula, charge and spin) (kJ/mol): 413.4